The following is a DFT calculation (ωB97M-V/def2-TZVPD) of C50H38BeN3O3PS as an isolated structure in a non-equilibrium geometry.

```
! wB97M-V def2-TZVPD RIJCOSX def2/J DEFGRID3
* xyz 0 1
Be 0.6262 -0.7046 -0.6910
C -7.6320 -2.6538 -3.2621
O -6.9901 -2.6926 -1.9847
C -6.2331 -3.7911 -1.7085
C -5.6408 -4.6611 -2.6570
C -4.8311 -5.6590 -2.1790
C -4.4520 -5.7493 -0.7972
C -5.3039 -5.0823 0.1395
C -6.0334 -4.0176 -0.3281
N -3.1333 -6.0795 -0.5788
N -2.6062 -5.7511 0.5268
C -1.6790 -4.7709 0.5299
C -1.3754 -4.1817 1.7948
C -0.8886 -2.8882 1.9625
C -0.5880 -2.1687 0.7807
O -0.1447 -0.9115 0.7225
C -0.6696 -2.8393 -0.4681
N -0.1065 -2.0832 -1.5383
C 0.0545 -2.6439 -2.7432
C -0.3998 -3.9482 -3.0154
C -0.9629 -4.6786 -2.0004
C -1.1787 -4.1280 -0.6950
H -7.9205 -1.6414 -3.3671
H -8.5306 -3.2764 -3.3121
H -6.9456 -2.9261 -4.0572
H -5.8357 -4.5515 -3.7258
H -4.3907 -6.3968 -2.8801
H -5.2248 -5.3341 1.2028
H -6.5666 -3.3534 0.3853
H -1.7268 -4.7439 2.6646
H -0.7126 -2.3888 2.9090
H 0.5303 -1.9767 -3.4974
H -0.3313 -4.4140 -3.9601
H -1.3437 -5.7179 -2.2244
C -0.4520 3.6733 -5.7153
C 0.0961 2.3996 -5.6730
C 0.1982 1.7436 -4.4391
C -0.1247 2.4014 -3.2260
C -0.7367 3.6668 -3.3062
C -0.8967 4.2482 -4.5684
P 0.5789 1.6082 -1.7472
C 0.5001 2.8186 -0.3364
C 1.6038 3.1219 0.4103
C 1.6301 4.1908 1.4412
C 0.2369 4.7398 1.8223
C -0.9092 4.3035 1.0083
C -0.7837 3.3603 0.0125
C 2.3038 1.5191 -2.1855
C 2.9731 2.5216 -2.8837
C 4.3606 2.4036 -3.0823
C 5.0478 1.2340 -2.7361
C 4.4047 0.1765 -2.0393
C 5.0416 -0.9637 -1.5153
C 4.4579 -1.8185 -0.6031
C 3.0833 -1.6292 -0.3229
C 2.3256 -0.6654 -0.9732
C 2.9908 0.3313 -1.7615
H -0.5032 4.1953 -6.6875
H 0.5604 1.9029 -6.5335
H 0.6148 0.7375 -4.3629
H -0.9277 4.3281 -2.4498
H -1.4741 5.1673 -4.6604
H 2.5491 2.5845 0.2939
H 2.3268 5.0169 1.1274
H 0.2491 5.8051 2.0622
H -1.9129 4.7947 1.2319
H -1.6643 3.0620 -0.5918
H 2.4086 3.4021 -3.1629
H 4.9252 3.2496 -3.4213
H 6.1058 1.2432 -2.9077
H 6.0911 -1.0074 -1.7833
H 5.0269 -2.5888 -0.0620
H 2.6648 -2.2696 0.4632
O 3.9852 1.3313 2.3849
S 2.5036 1.2032 2.5371
C 1.8972 3.7619 2.8998
C 0.4265 3.9660 3.2448
C 0.1726 4.6399 4.4801
C 1.1881 4.8205 5.3717
C 2.5367 4.5119 5.0506
C 2.9047 3.9555 3.8345
C 2.2637 0.3121 4.0340
C 0.9348 0.1176 4.4008
C 0.6328 -0.7040 5.4789
C 1.6516 -1.2431 6.2461
C 2.9860 -0.9143 5.9404
C 3.3369 -0.1726 4.8036
H -0.1135 3.0036 3.1650
H -0.8234 5.0554 4.6661
H 0.9729 5.2087 6.3735
H 3.3539 4.7920 5.7292
H 3.9696 3.7344 3.6935
H 0.1531 0.6005 3.7641
H -0.3934 -1.0125 5.6303
H 1.4772 -1.8786 7.1216
H 3.8041 -1.2658 6.5867
H 4.3750 -0.0270 4.4802
*
```

The value obtained for the relative energy (zero: lowest compared OMol25 entry of this formula, charge and spin) is 120.7 kcal/mol. For the frontier orbital gap (spin up / spin down), the calculation gives 5.4 / 5.5 eV. For the HOMO energy (spin up / spin down), the calculation gives -6.44 / -6.48 eV.

Atomic partial charges in e from the Mulliken method, atoms 1 to 2:
1 Be -0.20
2 C -0.75



The following is a DFT calculation (ωB97M-V/def2-TZVPD) of C50H38ClFeN6OP2S as an isolated structure in a non-equilibrium geometry.

```
! wB97M-V def2-TZVPD RIJCOSX def2/J DEFGRID3
* xyz 1 5
Fe -1.8457 -1.0777 0.0969
Cl -1.7238 0.8980 6.9709
C -1.8630 0.7511 5.2263
C -2.8252 1.4783 4.5301
C -2.9503 1.3578 3.1666
C -2.1533 0.4854 2.4228
O -2.3057 0.4345 1.1273
C -1.1900 -0.2464 3.1566
C -0.2982 -1.1450 2.5343
N -0.4703 -1.6389 1.3675
C 0.4771 -2.6748 0.9398
C 0.5383 -3.8345 1.8948
C 1.6787 -4.6242 1.5080
C 1.6640 -5.0951 -0.0096
C 0.4870 -4.4958 -0.7858
C -0.1093 -5.0379 -1.9273
C -1.1877 -4.4134 -2.5626
C -1.6674 -3.2188 -2.0399
N -1.0899 -2.6336 -0.9565
C -0.0583 -3.2639 -0.3733
C -1.0209 -0.0852 4.5231
H -3.4955 2.1443 5.0487
H -3.6912 1.8491 2.5429
H 0.5482 -1.4982 3.1310
H -0.3793 -4.1738 2.4224
H 2.0130 -5.4217 2.1627
H 1.7274 -6.2043 -0.1895
H 0.2865 -5.9995 -2.3339
H -1.6580 -4.8950 -3.4265
H -2.5388 -2.7161 -2.4063
H -0.2414 -0.6457 5.0105
N 2.2457 0.8590 0.4127
P 1.5250 -0.0724 -0.8177
C 2.4586 0.3997 -2.3474
C 1.8923 0.2922 -3.6176
C 2.6124 0.5118 -4.7676
C 3.9752 0.8579 -4.7030
C 4.5767 0.9144 -3.4574
C 3.8076 0.6858 -2.3048
C 2.2751 -1.7006 -0.5803
C 1.9992 -2.2638 0.7603
C 2.7783 -3.5866 1.0461
C 3.0562 -4.4273 -0.1908
C 3.3924 -3.6961 -1.4635
C 3.0070 -2.3777 -1.6097
P 1.2692 1.6319 1.5986
C 2.5251 2.6019 2.5229
C 2.7235 2.3372 3.8789
C 3.4619 3.1999 4.6913
C 3.9587 4.3792 4.1516
C 3.7858 4.6412 2.7561
C 3.0156 3.7877 1.9872
C 0.4156 2.8907 0.5791
C -0.6800 3.5724 1.1131
C -1.4671 4.3449 0.2686
C -1.2225 4.4346 -1.1160
C -0.1246 3.7430 -1.6307
C 0.6656 3.0099 -0.7702
H 3.2096 1.1758 0.3188
H 0.8814 -0.0847 -3.7017
H 2.1130 0.3398 -5.7229
H 4.5578 1.0310 -5.6272
H 5.6352 1.1226 -3.3718
H 4.3267 0.6158 -1.3423
H 2.2095 -1.5371 1.5530
H 3.5631 -3.3489 1.7820
H 3.8188 -5.1681 0.0612
H 3.9250 -4.2146 -2.2496
H 3.1305 -1.9356 -2.5847
H 2.3439 1.4301 4.3033
H 3.5464 2.8875 5.7587
H 4.5309 5.1148 4.7075
H 4.1245 5.5601 2.2976
H 2.8644 3.9890 0.9546
H -0.8416 3.5512 2.1981
H -2.2764 4.8933 0.7721
H -1.8845 5.0563 -1.7304
H 0.0977 3.7629 -2.7240
H 1.5097 2.5448 -1.2179
N -4.9235 0.9056 -1.6977
C -3.9674 1.1983 -2.6716
C -3.8458 2.1798 -3.6623
C -2.6716 2.1511 -4.4229
C -1.6844 1.1844 -4.1846
C -1.7683 0.2944 -3.1474
C -2.9152 0.3076 -2.3840
N -3.2138 -0.4004 -1.2265
C -4.4471 -0.0714 -0.8813
C -5.1630 -0.6080 0.2539
C -6.4102 -0.3262 0.7028
S -6.7648 -1.2522 2.1179
C -5.1430 -1.8836 2.0121
N -4.4455 -1.4784 1.0245
H -5.8041 1.3688 -1.6020
H -4.6414 2.8549 -3.9152
H -2.4771 2.8728 -5.1998
H -0.8149 1.1942 -4.7865
H -0.9384 -0.3921 -2.9750
H -7.1430 0.3466 0.2488
H -4.7884 -2.5619 2.8007
*
```

The expectation value of S² is 6.049. The value obtained for the relative energy (zero: lowest compared OMol25 entry of this formula, charge and spin) is 68.9 kcal/mol. For the frontier orbital gap (spin up / spin down), the calculation gives 7.0 / 6.8 eV. For the HOMO energy (spin up / spin down), the calculation gives -9.41 / -9.80 eV.

Atomic partial charges in e from the Mulliken method, atoms 1 to 2:
1 Fe 0.30
2 Cl -0.23



The following is a DFT calculation (ωB97M-V/def2-TZVPD) of C50H38F7ILaN11O7PS3 as an isolated structure in a non-equilibrium geometry.

```
! wB97M-V def2-TZVPD RIJCOSX def2/J DEFGRID3
* xyz 0 2
La -1.6923 -0.3008 -1.4494
N -1.5476 0.6386 0.8697
S -1.0239 0.4521 2.2085
N 0.5705 0.8671 2.5558
S 1.9308 0.1729 2.3770
N 2.4250 -0.4153 1.0361
S 1.5073 -0.0523 -0.3420
N 0.3187 -0.8915 -0.3781
C 2.6264 -0.4588 -1.6448
C 2.4520 0.1806 -2.8400
C 3.2155 -0.1785 -3.9530
C 4.2114 -1.1825 -3.8307
C 4.3719 -1.8808 -2.6873
C 3.4443 -1.7053 -1.5172
C 1.7018 1.7676 -0.2826
C 3.0302 2.1823 -0.3529
C 3.3356 3.5308 -0.2847
C 2.3109 4.4572 -0.1464
C 0.9933 4.0334 -0.0684
C 0.6764 2.6827 -0.1328
C 2.2641 -1.1078 3.5829
C 2.2767 -0.7905 4.9326
C 2.5150 -1.7953 5.8528
C 2.7306 -3.0993 5.4229
C 2.7106 -3.4050 4.0695
C 2.4757 -2.4032 3.1403
C 3.0606 1.4725 2.8663
C 4.4195 1.2002 2.8138
C 5.3178 2.2088 3.1131
C 4.8530 3.4735 3.4547
C 3.4906 3.7319 3.5000
C 2.5828 2.7266 3.2038
C -1.1951 -1.1486 3.0211
C -1.2401 -2.2796 2.2260
C -1.4072 -3.5148 2.8335
C -1.5077 -3.6084 4.2129
C -1.4606 -2.4667 4.9964
C -1.3119 -1.2248 4.4015
C -1.7967 1.5462 3.4213
C -1.1238 2.1292 4.4838
C -1.8106 2.9875 5.3306
C -3.1560 3.2503 5.1143
C -3.8213 2.6563 4.0499
C -3.1398 1.8026 3.1984
H 1.7324 0.9933 -2.8944
H 3.0766 0.3194 -4.9021
H 4.8516 -1.3858 -4.6795
H 5.1052 -2.6721 -2.6029
H 3.9916 -1.7037 -0.5670
H 3.8179 1.4491 -0.4644
H 4.3675 3.8529 -0.3376
H 2.5458 5.5135 -0.1041
H 0.1965 4.7604 0.0226
H -0.3452 2.3396 -0.0837
H 2.1226 0.2345 5.2523
H 2.5198 -1.5645 6.9100
H 2.9071 -3.8819 6.1492
H 2.8650 -4.4207 3.7292
H 2.4530 -2.6104 2.0789
H 4.7583 0.2100 2.5311
H 6.3811 2.0125 3.0801
H 5.5572 4.2617 3.6873
H 3.1311 4.7181 3.7615
H 1.5156 2.9017 3.2075
H -1.1571 -2.1614 1.1564
H -1.4596 -4.4113 2.2380
H -1.6288 -4.5820 4.6710
H -1.5510 -2.5422 6.0727
H -1.3072 -0.3236 5.0002
H -0.0756 1.9128 4.6402
H -1.2947 3.4509 6.1617
H -3.6873 3.9207 5.7771
H -4.8703 2.8630 3.8841
H -3.6242 1.3329 2.3521
F -0.4394 1.3197 -2.0792
F -3.4086 -1.3468 -0.2252
P -4.5075 -2.0632 -1.3415
F -5.6337 -1.8605 -0.2140
F -4.0991 -3.4873 -0.7228
F -5.5253 -2.7231 -2.3551
F -4.8061 -0.5766 -1.8954
F -3.2918 -2.1631 -2.4208
I -5.1498 5.3559 -2.0977
C -4.5931 3.4937 -1.3769
C -5.3240 2.6956 -0.5282
N -4.5739 1.5988 -0.3179
N -3.4236 1.6325 -0.9887
C -3.4097 2.7833 -1.6357
H -6.2948 2.8405 -0.0874
H -4.8433 0.7578 0.1665
H -2.5717 3.0500 -2.2598
N -1.5284 -5.0528 -0.4492
C -0.7627 -3.9705 -0.7028
O -1.2334 -2.9365 -1.1431
C 0.6866 -4.1321 -0.3918
C 1.6230 -3.3058 -0.8936
N 2.5766 -2.8950 -1.4650
C 1.1295 -5.1140 0.5244
N 1.4604 -5.9179 1.2841
H -2.5217 -4.9662 -0.6040
H -1.1456 -5.9179 -0.1129
O -2.5826 0.2577 -3.5100
C -1.6320 -0.3471 -4.0560
O -0.8049 -1.0777 -3.4605
C -1.4387 -0.1486 -5.5416
C -0.1772 -0.3345 -6.0823
C 0.0241 -0.0835 -7.4295
C -1.0090 0.3192 -8.2554
C -2.2618 0.4810 -7.6928
C -2.4908 0.2658 -6.3430
N -3.3674 0.9216 -8.5539
O -4.4596 1.0534 -8.0406
O -3.1190 1.1227 -9.7283
N 1.3660 -0.2313 -7.9970
O 1.4770 -0.2183 -9.2063
O 2.2953 -0.3667 -7.2184
H 0.6245 -0.6761 -5.4433
H -0.8431 0.5127 -9.3036
H -3.4692 0.4220 -5.9108
*
```

The expectation value of S² is 0.792. For the frontier orbital gap (spin up / spin down), the calculation gives 7.6 / 6.9 eV. For the HOMO energy (spin up / spin down), the calculation gives -8.16 / -8.60 eV.

Atomic partial charges in e from the Mulliken method, atoms 1 to 2:
1 La 2.49
2 N 0.69



The following is a DFT calculation (ωB97M-V/def2-TZVPD) of C50H40Cl2N5OP2RuS2 as an isolated structure.

```
! wB97M-V def2-TZVPD RIJCOSX def2/J DEFGRID3
* xyz 0 6
Ru 0.0732 -0.1647 0.5055
O 0.4035 1.5007 -2.2407
S -0.1770 0.2137 -1.7650
C -1.7708 0.1365 -2.6258
C -2.0071 -0.8143 -3.6119
C -3.1692 -0.7653 -4.3642
C -4.0941 0.2443 -4.1336
C -3.8493 1.1837 -3.1452
C -2.6838 1.1605 -2.3824
P -2.3206 2.4495 -1.0969
C -1.9106 3.8885 -2.1584
C -0.6140 4.3806 -2.0314
C -0.1933 5.4724 -2.7811
C -1.0684 6.0829 -3.6655
C -2.3645 5.5980 -3.8033
C -2.7804 4.5092 -3.0541
C -4.0197 2.8357 -0.5322
C -4.4364 4.1435 -0.2937
C -5.6810 4.4010 0.2685
C -6.5273 3.3548 0.6016
C -6.1177 2.0459 0.3784
C -4.8737 1.7888 -0.1750
C 0.7359 -1.0778 -2.6274
C 1.2834 -0.6392 -3.8297
C 2.1899 -1.4308 -4.5073
C 2.5696 -2.6443 -3.9516
C 2.0150 -3.0763 -2.7597
C 1.0519 -2.3253 -2.0703
P 0.5996 -2.9012 -0.3647
C 1.0097 -4.7100 -0.4548
C 1.7308 -5.2498 0.6005
C 1.9613 -6.6207 0.6794
C 1.4734 -7.4590 -0.3076
C 0.7578 -6.9246 -1.3770
C 0.5250 -5.5625 -1.4475
C -1.2079 -3.1927 -0.2134
C -2.1370 -3.2157 -1.2399
C -3.4665 -3.5293 -0.9853
C -3.8699 -3.8480 0.3026
C -2.9388 -3.8417 1.3348
C -1.6180 -3.5125 1.0799
H -1.2930 -1.6023 -3.7995
H -3.3455 -1.5122 -5.1273
H -4.9968 0.3070 -4.7273
H -4.5868 1.9536 -2.9543
H 0.0749 3.8821 -1.3592
H 0.8191 5.8404 -2.6747
H -0.7436 6.9334 -4.2516
H -3.0503 6.0704 -4.4953
H -3.7965 4.1490 -3.1649
H -3.7834 4.9719 -0.5403
H -5.9856 5.4245 0.4472
H -7.4976 3.5558 1.0375
H -6.7684 1.2205 0.6397
H -4.5601 0.7624 -0.3218
H 1.0166 0.3446 -4.1925
H 2.6212 -1.0912 -5.4398
H 3.3150 -3.2573 -4.4422
H 2.3456 -4.0190 -2.3475
H 2.1209 -4.5925 1.3703
H 2.5226 -7.0261 1.5115
H 1.6418 -8.5265 -0.2467
H 0.3755 -7.5767 -2.1521
H -0.0431 -5.1600 -2.2788
H -1.8374 -2.9800 -2.2474
H -4.1822 -3.5343 -1.7986
H -4.9026 -4.1052 0.5009
H -3.2451 -4.0832 2.3451
H -0.9030 -3.4804 1.8960
C 2.0265 -1.5887 4.0891
C 1.6558 -1.0421 2.7445
N 0.4052 -0.6883 2.4321
N -0.5936 -0.7971 3.3759
C -1.7637 -0.5586 2.8892
N -2.8422 -0.5618 3.7477
S -2.1273 -0.2017 1.2014
C 2.6030 -0.8489 1.7264
C 3.9889 -1.1357 1.8788
C 4.8629 -0.8488 0.8783
C 4.3913 -0.2459 -0.3200
C 3.0524 -0.0103 -0.4390
N 2.1501 -0.3248 0.5140
H 2.4553 -2.5901 4.0010
H 1.1451 -1.6424 4.7207
H 2.7675 -0.9556 4.5825
H -2.6980 -1.0204 4.6318
H -3.7490 -0.6706 3.3283
H 4.3349 -1.5716 2.8060
H 5.9172 -1.0632 1.0009
H 5.0611 0.0274 -1.1221
H 2.6501 0.4678 -1.3245
Cl -2.3212 3.1547 2.3411
C -0.6963 3.6405 2.6334
C -0.4644 4.6819 3.5055
C 0.8339 5.1084 3.7568
C 1.9104 4.4875 3.1334
C 1.6914 3.4391 2.2692
Cl 3.0409 2.7030 1.4941
C 0.3773 2.9674 1.9844
N 0.1784 1.9559 1.1476
H -1.3096 5.1579 3.9822
H 1.0077 5.9323 4.4352
H 2.9249 4.8156 3.3107
*
```

The expectation value of S² is 8.834. The value obtained for the relative energy (zero: lowest compared OMol25 entry of this formula, charge and spin) is 26.5 kcal/mol. For the frontier orbital gap (spin up / spin down), the calculation gives 5.5 / 5.8 eV. For the HOMO energy (spin up / spin down), the calculation gives -5.03 / -7.20 eV.

Atomic partial charges in e from the Mulliken method, atoms 1 to 2:
1 Ru 1.15
2 O -0.62